98
Properties=species:S:1:pos:R:3:mulliken_charge:R:1 method="wB97M-V/def2-TZVPD" charge=+1 e_tot_ha=-5863.5456 lumo_ev=-2.872
Zr 0.42054 -0.41491 -0.61666 -0.4366
O -1.39492 4.80478 -1.21963 -0.6237
C -2.01787 4.08700 -2.21660 0.5438
C -2.95643 4.76544 -2.97869 -0.6817
C -3.65362 4.09290 -3.96818 -0.4378
C -3.41592 2.74172 -4.20448 -0.8709
C -2.48286 2.07496 -3.43013 -0.4200
C -1.77919 2.73353 -2.42989 0.2624
C -0.82899 1.99089 -1.52665 0.2981
O -0.39389 0.74686 -1.97516 -0.5804
N -1.58707 1.77966 -0.25109 -0.1679
N -1.40662 0.66465 0.47208 0.5894
C -2.02808 0.48443 1.56800 -0.8000
C -1.96421 -0.77131 2.31007 0.5163
Br -0.98844 -2.18206 1.45607 -0.1564
C -2.56381 -1.06235 3.45582 -0.8206
C -3.28647 -0.10523 4.32226 0.4939
C -4.41855 -0.54928 5.00608 -0.5748
C -5.13919 0.31754 5.81270 -0.5872
C -4.72407 1.63407 5.96590 -0.4492
C -3.57827 2.07675 5.32133 -0.8123
C -2.86107 1.21238 4.50606 -0.1257
H -0.55264 4.40404 -0.98214 0.3046
H -3.12461 5.81990 -2.78052 0.4474
H -4.37977 4.63093 -4.56541 0.3876
H -3.95396 2.21855 -4.98556 0.4433
H -2.26862 1.03079 -3.60715 0.4835
H 0.03640 2.60793 -1.30642 -0.1778
H -2.09192 2.56612 0.12300 0.3669
H -2.69431 1.24765 1.95036 0.8832
H -2.54185 -2.09553 3.78811 0.4647
H -4.74081 -1.58054 4.89221 0.4074
H -6.02488 -0.03552 6.32599 0.3892
H -5.28220 2.30941 6.60308 0.3976
H -3.23659 3.09590 5.45864 0.4070
H -1.93331 1.54871 4.05260 0.4647
C 2.53782 1.76719 4.86432 -1.5943
C 2.37696 0.56098 3.96823 1.6152
C 1.28335 -0.36636 4.46668 -1.1301
C 3.69488 -0.18511 3.80160 -1.4488
O 1.89495 1.11130 2.67328 0.1751
P 2.10507 0.53292 1.25166 1.1682
O 1.13142 1.31191 0.34181 -0.5128
O 1.66637 -0.91119 1.10168 -0.7284
O 3.59224 0.67363 0.84699 0.3130
C 4.31740 1.84511 0.28048 1.6322
C 5.77192 1.46531 0.44773 -1.5920
C 3.97303 3.09833 1.07148 -1.4128
C 3.95419 1.98404 -1.18374 -1.1055
H 2.84162 1.44283 5.86269 0.4117
H 1.59450 2.31342 4.94599 0.3000
H 3.30041 2.44300 4.47120 0.3378
H 1.55167 -0.76133 5.44939 0.5345
H 1.14540 -1.20552 3.77753 0.1235
H 0.33742 0.17572 4.55675 0.1233
H 4.01449 -0.55752 4.77472 0.5448
H 4.47350 0.47159 3.41065 0.2362
H 3.59186 -1.04164 3.12756 0.2305
H 6.02695 1.35121 1.50406 0.3407
H 6.40352 2.24628 0.01871 0.3992
H 5.98233 0.52581 -0.06838 0.2998
H 4.25619 2.98722 2.12028 0.2365
H 2.90534 3.33399 1.02240 0.1618
H 4.52561 3.94056 0.65358 0.5664
H 4.32527 1.13518 -1.76054 0.1797
H 4.41461 2.89587 -1.56766 0.5734
H 2.87774 2.05152 -1.33012 -0.1024
C 3.67781 -2.49554 -1.16402 -1.8078
C 2.65323 -1.86880 -2.07980 1.6789
O 2.09996 -0.67786 -1.60060 -0.2994
C 3.27665 -1.60636 -3.47605 0.5507
F 4.42095 -0.92035 -3.31684 -0.2442
F 2.49266 -0.89845 -4.27989 -0.1766
F 3.55869 -2.76912 -4.07860 -0.2651
C 1.42954 -2.79671 -2.25612 -0.1619
F 0.81619 -2.88712 -0.98751 -0.3417
F 1.58691 -4.00647 -2.71804 -0.2826
F 0.50395 -2.19431 -3.01885 -0.1928
H 4.53900 -1.83545 -1.09620 0.3140
H 3.99588 -3.46732 -1.54318 0.4835
H 3.25054 -2.60422 -0.17117 0.3349
C -2.52856 -1.62521 -3.68748 -1.1084
Te -2.26521 -1.51984 -1.58470 0.6572
C -2.46979 -3.63107 -1.57652 -1.1695
C -2.60166 -4.04988 -3.01854 0.4442
C -2.68219 -5.40310 -3.35094 -0.7854
C -2.84660 -5.79334 -4.66858 -0.5960
C -2.93046 -4.83098 -5.67174 -0.6152
C -2.83236 -3.48883 -5.34963 -0.7441
C -2.66127 -3.09119 -4.02258 0.4372
H -1.66886 -1.17579 -4.18132 0.5049
H -3.41640 -1.05256 -3.93826 0.8534
H -3.34563 -3.89537 -0.98640 0.6021
H -1.59613 -4.07474 -1.10348 0.4641
H -2.61864 -6.15200 -2.56711 0.4566
H -2.91316 -6.84658 -4.91590 0.4164
H -3.07009 -5.13044 -6.70424 0.4140
H -2.88493 -2.73796 -6.13277 0.4743